Entry 1:
{"formula": "C3H3BrO", "method": "ωB97M-V with the def2-TZVPD basis set", "symbols": ["C", "C", "C", "O", "Br", "H", "H", "H"], "positions_angstrom": [[1.80802, 0.65061, -0.02102], [2.90040, 0.17339, -0.67666], [0.44028, 0.03308, 0.21162], [2.18038, 1.82828, -0.13825], [4.55316, -0.23257, 0.06600], [0.26187, 0.13136, 1.27942], [0.48473, -0.97516, -0.07831], [-0.20077, 0.78371, -0.17758]], "e_above_lowest_kcal_mol": 72.89, "homo_energy_ev": -8.8, "gap_ev": 9.0}

Entry 2:
{"formula": "C20H25N5O3S", "method": "ωB97M-V with the def2-TZVPD basis set", "symbols": ["C", "N", "C", "O", "N", "C", "O", "C", "C", "N", "C", "S", "C", "C", "N", "C", "C", "O", "C", "C", "N", "C", "C", "C", "C", "C", "C", "C", "C", "H", "H", "H", "H", "H", "H", "H", "H", "H", "H", "H", "H", "H", "H", "H", "H", "H", "H", "H", "H", "H", "H", "H", "H", "H"], "positions_angstrom": [[-3.57110, -2.10688, 0.36253], [-2.16119, -2.42774, 0.32590], [-1.74528, -3.68372, -0.06378], [-2.51564, -4.57817, -0.32426], [-0.37574, -3.86808, -0.13504], [0.66888, -2.97341, 0.10210], [1.82955, -3.30030, -0.03671], [0.13669, -1.70918, 0.50364], [-1.22826, -1.48024, 0.61134], [-1.46908, -0.21409, 1.01574], [-0.26670, 0.33316, 1.14071], [0.03484, 1.98028, 1.58618], [-1.65625, 2.55238, 1.97358], [-2.28488, 3.46234, 0.90304], [-2.89423, 2.84763, -0.24707], [-1.98582, 2.26632, -1.21901], [-2.78173, 1.94056, -2.48422], [-3.82988, 1.04142, -2.20503], [-4.70239, 1.59082, -1.24506], [-3.96121, 1.90848, 0.05475], [0.73989, -0.51966, 0.86024], [2.14833, -0.23751, 0.81725], [2.55832, 0.30277, -0.56053], [4.03753, 0.56035, -0.58440], [4.54139, 1.83067, -0.34260], [5.90726, 2.05403, -0.33844], [6.78209, 1.00685, -0.57070], [6.28641, -0.26490, -0.80520], [4.92126, -0.48739, -0.81032], [-4.12415, -3.02874, 0.19488], [-3.80697, -1.38441, -0.42073], [-3.82362, -1.68430, 1.33455], [-0.09858, -4.79963, -0.42483], [-2.24548, 1.65461, 2.14020], [-1.55555, 3.10963, 2.90437], [-3.07082, 4.03875, 1.40455], [-1.52900, 4.16702, 0.54468], [-1.19928, 2.98741, -1.45057], [-1.53052, 1.33443, -0.85463], [-2.14724, 1.45262, -3.22611], [-3.19159, 2.87077, -2.90506], [-5.48337, 0.84706, -1.07578], [-5.15437, 2.51332, -1.63932], [-4.64850, 2.36857, 0.76779], [-3.56972, 0.96917, 0.47472], [2.68220, -1.16879, 1.01757], [2.38008, 0.49832, 1.59260], [2.29578, -0.44115, -1.31558], [2.00648, 1.22333, -0.76264], [3.85967, 2.64952, -0.16032], [6.28902, 3.04752, -0.15372], [7.84788, 1.18130, -0.56912], [6.96554, -1.08507, -0.98535], [4.53362, -1.47946, -0.99143]], "e_above_lowest_kcal_mol": 3.81, "homo_energy_ev": -8.1, "gap_ev": 8.5, "smiles": "Cn1c(=O)[nH]c(=O)c2c1nc(SCCN1CCOCC1)n2CCc1ccccc1"}

Entry 3:
{"formula": "C2H2I2S", "method": "ωB97M-V with the def2-TZVPD basis set", "symbols": ["C", "C", "S", "I", "I", "H", "H"], "positions_angstrom": [[0.29848, -0.41710, -0.53995], [-0.49223, 0.35235, 0.47910], [-0.87744, 0.71486, -1.23535], [-0.04931, -2.44849, -0.91037], [0.70896, 1.81755, 1.55876], [1.63222, -0.01828, -0.66336], [-1.22067, -0.00089, 1.31118]], "e_above_lowest_kcal_mol": 54.93, "homo_energy_ev": [-5.5, -9.1], "s_squared": 2.011, "gap_ev": [5.3, 5.3], "spin_multiplicity": 3}

Entry 4:
{"formula": "C2H3NOS", "method": "ωB97M-V with the def2-TZVPD basis set", "symbols": ["C", "C", "N", "O", "S", "H", "H", "H"], "positions_angstrom": [[2.25014, -0.39560, 0.56866], [-1.37451, 0.07766, -0.27755], [-0.62418, -0.37442, 0.64686], [2.29434, -0.87893, -0.59557], [1.78440, 0.80943, -0.57231], [-2.07586, 0.76623, 0.06061], [-1.17186, 0.08915, -1.32528], [-1.08248, -0.09352, 1.49457]], "e_above_lowest_kcal_mol": 112.21, "homo_energy_ev": -9.3, "gap_ev": 9.1}

Entry 5:
{"formula": "C38H35N8O5S2Zr", "method": "ωB97M-V with the def2-TZVPD basis set", "symbols": ["Zr", "C", "C", "C", "C", "N", "C", "N", "C", "N", "C", "N", "C", "C", "C", "C", "C", "N", "C", "C", "C", "C", "C", "C", "H", "H", "H", "H", "H", "H", "H", "H", "H", "H", "H", "H", "C", "C", "C", "C", "C", "C", "C", "S", "O", "O", "N", "C", "C", "O", "O", "H", "H", "H", "H", "H", "H", "H", "H", "H", "C", "C", "C", "N", "C", "S", "N", "C", "O", "C", "C", "C", "C", "C", "C", "H", "H", "H", "H", "H", "H", "H", "H", "H", "H", "H", "H", "H", "H"], "positions_angstrom": [[0.07456, 1.51118, 0.95027], [4.23726, -0.30414, 0.63732], [4.19941, -1.46115, 1.41502], [3.10443, -1.69697, 2.21200], [2.04551, -0.77814, 2.25132], [2.04792, 0.29912, 1.42898], [3.14758, 0.52492, 0.67796], [1.08000, -1.02377, 3.20766], [0.30345, -0.08372, 3.62442], [0.15764, 1.17297, 3.07851], [-0.56896, 1.96372, 3.95252], [-0.77921, 3.22605, 3.87065], [-0.17854, 4.02861, 2.91686], [-0.35210, 5.40912, 3.08461], [0.24959, 6.28987, 2.21998], [1.04671, 5.79487, 1.18416], [1.15847, 4.43733, 1.05955], [0.54873, 3.55481, 1.88009], [-1.04327, 1.11002, 5.05972], [-1.82318, 1.39611, 6.16174], [-2.07320, 0.35407, 7.04828], [-1.54033, -0.91691, 6.84004], [-0.73828, -1.19100, 5.73753], [-0.51337, -0.15682, 4.85123], [5.08720, -0.05456, 0.01963], [5.02744, -2.15596, 1.40229], [3.03664, -2.55399, 2.86663], [3.12198, 1.41854, 0.06583], [-0.96681, 5.73485, 3.90987], [0.10963, 7.35554, 2.34276], [1.55298, 6.44844, 0.48971], [1.73408, 4.00567, 0.24890], [-2.22285, 2.38837, 6.31944], [-2.69016, 0.53193, 7.91892], [-1.75288, -1.70222, 7.55305], [-0.30930, -2.16997, 5.57349], [-6.56456, 0.43431, -3.72161], [-5.57124, 0.89822, -2.69607], [-5.72805, 2.12699, -2.05845], [-4.83621, 2.54828, -1.08814], [-3.76454, 1.72586, -0.75702], [-3.58265, 0.49656, -1.37820], [-4.48887, 0.09325, -2.34139], [-2.63537, 2.34326, 0.42714], [-3.30875, 3.31101, 1.23074], [-2.05731, 1.20394, 1.25656], [-1.29778, 2.86305, -0.24697], [-1.03308, 2.87894, -1.67924], [0.16575, 1.98090, -1.96719], [0.37973, 1.47488, -3.03402], [0.96607, 1.80971, -0.89696], [-7.04014, 1.27644, -4.22152], [-7.35048, -0.15439, -3.24407], [-6.09147, -0.19559, -4.47354], [-6.56487, 2.76144, -2.32172], [-4.96600, 3.49384, -0.58056], [-2.75090, -0.13594, -1.10555], [-4.35726, -0.86527, -2.82811], [-0.77018, 3.88623, -2.01640], [-1.87606, 2.54419, -2.28372], [2.57079, -1.78503, -5.22199], [1.61885, -1.38635, -4.10065], [2.35870, -1.40193, -2.76627], [1.52155, -1.07474, -1.60329], [0.43794, -1.65675, -1.15493], [-0.61030, -0.89830, -0.00492], [-0.05216, -2.83553, -1.62807], [0.48930, -3.92195, -2.38663], [-0.19411, -4.39014, -3.25562], [1.78474, -4.50482, -1.96854], [2.23371, -4.42298, -0.65572], [3.39255, -5.09254, -0.29033], [4.11281, -5.80740, -1.23571], [3.66711, -5.87850, -2.55094], [2.49367, -5.24466, -2.91407], [2.06387, -1.76098, -6.18527], [2.95570, -2.79622, -5.07309], [3.42415, -1.10667, -5.27805], [0.76857, -2.06803, -4.08681], [1.22293, -0.38344, -4.26069], [3.12544, -0.62678, -2.78139], [2.87191, -2.34710, -2.59568], [1.66035, -0.14158, -1.22690], [-1.04858, -2.93408, -1.48456], [1.66398, -3.87838, 0.08702], [3.72305, -5.07436, 0.73923], [5.01680, -6.32654, -0.94536], [4.22529, -6.44539, -3.28349], [2.10686, -5.31575, -3.92215]], "e_above_lowest_kcal_mol": 0.00, "homo_energy_ev": -11.0, "gap_ev": 7.7, "total_charge": 1}